(1)
This record from OMol25 describes C24H31BClF4N3O7P2SW as an isolated structure at a distorted geometry. The level of theory is the ωB97M-V functional and the def2-TZVPD basis.

Output
LUMO = -0.77 eV
ΔE to the lowest compared entry with this formula, charge and spin = 1.429 eV
E_HOMO = -7.3587 eV

Cartesian coordinates (Å):
1 W -0.23000 -1.39763 -0.26403
2 O -3.37345 -2.95597 0.31568
3 Cl -3.78373 -1.54301 0.37422
4 O -3.59632 -1.02426 1.72462
5 O -0.70023 -2.14277 1.15525
6 O -2.79323 -0.78703 -0.53396
7 N -1.37098 2.76816 0.81676
8 C -1.55363 2.94891 2.21064
9 C -2.00691 4.16671 2.67849
10 C -2.17269 4.37083 4.04307
11 C -1.87374 3.35188 4.92954
12 C -1.42376 2.12635 4.45206
13 C -1.26996 1.91361 3.09087
14 S -0.77973 0.31454 2.55390
15 N -0.60441 0.55226 0.85759
16 C -0.96916 1.61482 0.24743
17 C -0.95657 1.56093 -1.26337
18 C -1.19141 2.66801 -2.04507
19 C -1.31087 2.49910 -3.42397
20 C -1.19109 1.23627 -3.95005
21 C -0.87927 0.18166 -3.09916
22 N -0.74441 0.34867 -1.79016
23 H -1.73755 3.48746 0.22103
24 H -2.23152 4.96107 1.97550
25 H -2.53572 5.32399 4.40291
26 H -1.99004 3.50169 5.99448
27 H -1.20215 1.32147 5.14375
28 H -1.25467 3.65918 -1.61992
29 H -1.48473 3.35469 -4.06223
30 H -1.29262 1.04912 -5.00956
31 H -0.66914 -0.80391 -3.48385
32 F 1.77754 -1.11814 -3.01605
33 B 2.35737 0.01911 -2.43262
34 F 1.69340 0.23726 -1.15382
35 F 3.70949 -0.18461 -2.18698
36 F 2.12041 1.14781 -3.21679
37 C 1.10872 -2.67855 -0.57225
38 H 1.25302 -3.49357 0.12770
39 H 1.82450 -2.64034 -1.39018
40 C 3.71443 -1.36468 0.82835
41 P 2.22280 -0.57086 1.50990
42 C 2.28566 -1.14694 3.26704
43 C 2.73022 1.18437 1.64249
44 C 2.19903 2.03146 2.61620
45 C 2.45981 3.39506 2.60175
46 C 3.26142 3.93975 1.60932
47 C 3.81044 3.10694 0.64333
48 C 3.54455 1.74597 0.65610
49 H 3.78684 -1.20601 -0.24640
50 H 3.64806 -2.43815 1.01407
51 H 4.60346 -0.97242 1.32350
52 H 2.29410 -0.30113 3.95168
53 H 3.18369 -1.74169 3.44150
54 H 1.41098 -1.75907 3.48817
55 H 1.57674 1.63090 3.40577
56 H 2.03094 4.02810 3.36957
57 H 3.46065 5.00387 1.59007
58 H 4.44056 3.51787 -0.13536
59 H 3.96301 1.12331 -0.12485
60 C -0.51773 -4.08778 -4.17007
61 O -0.39677 -3.09910 -3.13917
62 P -1.33926 -3.09983 -1.85467
63 O -2.79547 -3.11015 -2.50198
64 C -3.30023 -2.05889 -3.32306
65 O -1.28580 -4.59040 -1.34787
66 C -1.40868 -5.06851 0.00282
67 H -0.03041 -3.68050 -5.05161
68 H -1.56316 -4.30840 -4.38482
69 H -0.01173 -4.99996 -3.85798
70 H -2.68580 -1.94377 -4.22036
71 H -3.34289 -1.12254 -2.76985
72 H -4.30278 -2.35719 -3.61843
73 H -2.42857 -5.40756 0.16200
74 H -1.17899 -4.29155 0.72369
75 H -0.70987 -5.89627 0.09771

Here are the Mulliken charges for atoms 1 to 6, given in e: 1.985, -0.550, 0.968, -0.560, -0.813, -0.588



(2)
This record from OMol25 describes C24H31BClF4N3O7P2SW as an isolated structure. The level of theory is the ωB97M-V functional and the def2-TZVPD basis.

Output
LUMO (spin up / spin down) = -1.12 / -1.12 eV
ΔE to the lowest compared entry with this formula, charge and spin = 1.110 eV
E_HOMO (spin up / spin down) = -6.4287 / -6.4303 eV

Cartesian coordinates (Å):
1 W 0.04184 -0.60910 -0.21185
2 O 0.52363 -3.52966 -1.37573
3 Cl 0.78503 -2.82502 -2.62324
4 O -0.39317 -2.78011 -3.46919
5 O 1.04149 -1.34156 -2.18387
6 O -1.28064 -1.36976 -0.90021
7 N 0.66262 -2.85333 3.29379
8 C -0.39438 -2.63140 4.22671
9 C 0.04203 -2.35706 5.53037
10 C -0.85750 -2.07494 6.52581
11 C -2.22290 -2.05828 6.19529
12 C -2.64280 -2.35781 4.92813
13 C -1.75883 -2.71773 3.86642
14 S -2.36708 -3.27628 2.37234
15 N -0.15853 -1.67987 1.47575
16 C 0.76424 -2.41855 2.05362
17 C 1.98912 -2.62758 1.26646
18 C 2.97698 -3.55227 1.55037
19 C 4.13979 -3.50767 0.79523
20 C 4.26335 -2.55741 -0.20076
21 C 3.20574 -1.69577 -0.45374
22 N 2.08760 -1.74047 0.26558
23 H 1.50800 -3.22517 3.70176
24 H 1.10818 -2.34257 5.73462
25 H -0.52427 -1.85621 7.53036
26 H -2.95531 -1.82227 6.95760
27 H -3.69888 -2.37957 4.68988
28 H 2.84077 -4.29942 2.31957
29 H 4.93814 -4.21133 0.98951
30 H 5.16111 -2.48348 -0.79774
31 H 3.23457 -0.95622 -1.23969
32 F 2.16620 1.63905 2.69520
33 B 1.99970 2.01054 1.38121
34 F 1.63504 0.72836 0.65659
35 F 0.91362 2.85889 1.20718
36 F 3.14361 2.47142 0.78124
37 C -0.61314 -0.41930 1.85274
38 H -1.65333 -0.33059 2.12788
39 H 0.08660 0.15756 2.45824
40 C -3.41186 0.09988 0.26666
41 P -1.91879 1.04088 -0.18221
42 C -2.01172 2.44444 0.94918
43 C -2.35717 1.62424 -1.84599
44 C -2.63898 2.96674 -2.09365
45 C -2.99781 3.38787 -3.36601
46 C -3.09058 2.46788 -4.39835
47 C -2.83480 1.12616 -4.15446
48 C -2.46758 0.70063 -2.88814
49 H -3.50617 -0.78643 -0.35413
50 H -4.26320 0.76171 0.09477
51 H -3.42111 -0.22214 1.30481
52 H -3.00177 2.89252 0.85403
53 H -1.22977 3.18024 0.80832
54 H -1.90579 2.04710 1.95927
55 H -2.59063 3.69505 -1.29569
56 H -3.20951 4.43390 -3.54544
57 H -3.37009 2.79465 -5.39153
58 H -2.91647 0.40191 -4.95453
59 H -2.26124 -0.34762 -2.71927
60 C 3.78474 1.80844 -2.55303
61 O 2.71473 0.92170 -2.18554
62 P 1.18973 1.39683 -2.07292
63 O 0.64767 1.52054 -3.57490
64 C 0.60626 0.44257 -4.52483
65 O 1.44721 2.93337 -1.75908
66 C 0.49926 3.97176 -1.56949
67 H 4.65529 1.17917 -2.72213
68 H 3.97574 2.50640 -1.74217
69 H 3.54299 2.35051 -3.46712
70 H -0.16595 -0.27617 -4.26282
71 H 1.56921 -0.06360 -4.55848
72 H 0.38879 0.90200 -5.48571
73 H 0.97786 4.72241 -0.94656
74 H -0.38303 3.60518 -1.06114
75 H 0.21635 4.39122 -2.53514

Here are the Mulliken charges for atoms 1 to 6, given in e: 2.482, -0.550, 1.112, -0.586, -1.011, -0.883



(3)
This record from OMol25 describes C24H31Br3F18NiO13V as an isolated structure at a distorted geometry. The level of theory is the ωB97M-V functional and the def2-TZVPD basis.

Output
Total charge = +1
Spin multiplicity = 5
LUMO (spin up / spin down) = -3.87 / -2.86 eV
ΔE to the lowest compared entry with this formula, charge and spin = 0.419 eV
E_HOMO (spin up / spin down) = -11.8045 / -11.7549 eV

Cartesian coordinates (Å):
1 Ni 0.30115 -0.53309 0.64785
2 V 1.60854 2.58138 -2.40702
3 Br 0.80114 4.48997 -3.49933
4 Br 3.92055 2.36354 -1.96646
5 Br -0.11234 0.63174 -1.53214
6 O 2.06999 -0.09871 1.00447
7 H 2.72596 -0.38255 0.38630
8 C -3.44313 3.53965 0.46691
9 C -2.37980 2.57123 0.69264
10 O -2.52592 2.19242 2.11868
11 C -1.60212 1.40316 2.53875
12 O -0.82595 0.77953 1.88450
13 C -1.60939 1.22143 4.11520
14 F -0.85611 2.25154 4.66440
15 F -2.76574 1.23744 4.69397
16 F -0.99168 0.06530 4.40312
17 H -3.37071 3.79162 -0.61596
18 H -3.30089 4.49877 0.97928
19 H -4.44845 3.24241 0.78065
20 H -1.36487 2.90255 0.51188
21 H -2.51259 1.67378 0.14086
22 C -1.02107 0.33088 -6.05029
23 C 0.03798 -0.40927 -5.28788
24 O 1.35432 0.07831 -5.69471
25 C 2.05147 0.94643 -5.07674
26 O 1.68077 1.49165 -4.04003
27 C 3.45005 1.25757 -5.77559
28 F 4.15405 1.91435 -4.81714
29 F 4.06401 0.17974 -6.11365
30 F 3.23749 2.10931 -6.73135
31 H -0.87578 0.03294 -7.11266
32 H -0.97713 1.37268 -5.81981
33 H -1.96962 -0.09103 -5.71826
34 H 0.17319 -1.46638 -5.40915
35 H -0.09968 -0.22571 -4.19390
36 C 4.00038 3.10217 2.60160
37 C 3.15186 3.19961 1.33883
38 O 2.25425 4.35965 1.50259
39 C 1.45495 4.43611 0.48442
40 O 1.26978 3.60041 -0.38910
41 C 0.88820 5.90041 0.45969
42 F -0.46682 5.86204 0.60297
43 F 1.38919 6.63855 1.45488
44 F 1.20993 6.45878 -0.73708
45 H 4.49850 4.07670 2.76601
46 H 4.81822 2.31757 2.31696
47 H 3.35601 2.81766 3.44276
48 H 2.68318 2.26179 1.04848
49 H 3.80302 3.48155 0.47863
50 C -2.83923 -3.93945 3.42780
51 C -1.47011 -4.39705 2.72429
52 O -0.39699 -3.78246 3.42628
53 C 0.12572 -2.66339 3.04936
54 O -0.15410 -2.14254 2.02059
55 C 1.30844 -2.22261 3.97717
56 F 1.03245 -2.37486 5.26602
57 F 2.30848 -2.99068 3.69291
58 F 1.56695 -0.91120 3.62448
59 H -3.66320 -4.45126 2.96921
60 H -2.81292 -2.85224 3.44478
61 H -2.89585 -4.31206 4.44749
62 H -1.49319 -4.00689 1.72409
63 H -1.28866 -5.50830 2.80575
64 C -5.76185 -0.63789 1.42928
65 C -4.32013 -0.78310 1.01328
66 O -4.26166 -1.12900 -0.38032
67 C -3.10516 -1.64590 -0.82569
68 O -2.14592 -1.75280 -0.16514
69 C -3.12922 -2.07330 -2.33527
70 F -4.17840 -2.88546 -2.57075
71 F -3.25804 -0.96089 -3.09849
72 F -2.05410 -2.76822 -2.65678
73 H -6.26776 -0.02728 0.69445
74 H -5.76461 -0.23311 2.44245
75 H -6.22451 -1.60743 1.35701
76 H -3.98853 -1.66956 1.61523
77 H -3.59944 0.04791 1.16759
78 C 4.42757 -3.49666 1.39708
79 C 3.12632 -2.86215 0.96142
80 O 3.05467 -2.82663 -0.51006
81 C 1.84689 -2.69669 -0.99312
82 O 0.88075 -2.24774 -0.43058
83 C 1.74440 -2.89534 -2.50270
84 F 0.48769 -3.18323 -2.85222
85 F 2.08673 -1.74961 -3.06149
86 F 2.59538 -3.82399 -2.93944
87 H 4.44517 -3.29709 2.49108
88 H 5.23458 -2.98190 0.83645
89 H 4.55776 -4.57824 1.23584
90 H 3.16267 -1.79354 1.26334
91 H 2.19266 -3.34372 1.27830

Here are the Mulliken charges for atoms 1 to 6, given in e: 2.976, 0.363, -0.497, -0.392, -0.605, -1.048



(4)
This record from OMol25 describes a 2-piece molecular cluster, C24H31N2 overall at a distorted geometry. The level of theory is the ωB97M-V functional and the def2-TZVPD basis.

Output
Total charge = +1
LUMO = -4.48 eV
ΔE to the lowest compared entry with this formula, charge and spin = 1.740 eV
E_HOMO = -11.4589 eV

Cartesian coordinates (Å):
1 C -0.43732 1.82836 -4.18027
2 N -0.60320 1.56352 -2.76411
3 C 0.37416 1.04710 -1.96618
4 C -0.11369 0.93714 -0.64715
5 C 0.67985 0.60020 0.49092
6 C 0.19019 1.06395 1.81692
7 C 0.00181 2.45500 1.98517
8 C -0.37300 2.99455 3.20368
9 C -0.54328 2.17184 4.32068
10 C -0.87895 2.82894 5.62424
11 C -0.39525 0.78834 4.16438
12 C -0.04108 0.23319 2.92829
13 C -1.50103 1.37144 -0.67694
14 C -2.48054 1.57914 0.28888
15 C -3.62779 2.29936 -0.06702
16 C -3.83632 2.76055 -1.37835
17 C -2.89467 2.49208 -2.38463
18 C -1.75611 1.79612 -2.00828
19 H -1.36397 2.26137 -4.56070
20 H 0.38492 2.53597 -4.35487
21 H -0.20249 0.90093 -4.72521
22 H 1.37455 0.86011 -2.35701
23 H 1.73594 0.88925 0.35897
24 H 0.13791 3.11597 1.12571
25 H -0.52056 4.07108 3.30305
26 H -0.70196 2.17861 6.48378
27 H -0.27690 3.73753 5.75074
28 H -1.92993 3.14401 5.64155
29 H -0.55071 0.12612 5.01865
30 H 0.04021 -0.84969 2.79233
31 H -2.35406 1.16548 1.28929
32 H -4.37703 2.50700 0.69619
33 H -4.72730 3.34152 -1.61481
34 H -3.00462 2.82527 -3.41465
35 C 0.90296 -4.47445 -2.34210
36 C 0.44895 -3.17279 -1.67505
37 C -0.11829 -2.20946 -2.71221
38 C 1.64593 -2.60268 -0.90811
39 C 2.31331 -3.57336 0.06145
40 C 2.97988 -2.68236 1.11589
41 C 2.44763 -1.26203 0.88652
42 N 1.37903 -1.35010 -0.13283
43 H 1.80703 -4.29946 -2.94236
44 H 1.13655 -5.24097 -1.59520
45 H 0.13627 -4.88098 -3.00972
46 H -0.34565 -3.40323 -0.94625
47 H 0.67166 -1.71395 -3.29027
48 H -0.75403 -2.74544 -3.42725
49 H -0.74040 -1.44668 -2.24281
50 H 2.39560 -2.35925 -1.68787
51 H 1.56811 -4.24566 0.50935
52 H 3.05003 -4.18286 -0.47829
53 H 2.72914 -3.00587 2.13180
54 H 4.07140 -2.68363 1.00119
55 H 2.04639 -0.83730 1.81104
56 H 3.26365 -0.59813 0.55461
57 H 1.53705 -0.65074 -0.86477

Here are the natural (NBO) charges for atoms 1 to 6, given in e: -0.415, -0.288, 0.118, -0.227, 0.145, -0.082